#a
Here is an isolated molecule of C4H2N2S from the Open Molecules 2025 dataset. Energies are from ωB97M-V with the def2-TZVPD basis set.

Values from the calculation:
highest occupied orbital energy = -8.70 eV
lowest unoccupied orbital energy = -1.842 eV

XYZ file:
```
9
C4H2N2S, DFT ωB97M-V with the def2-TZVPD basis set
S -0.14673 2.13512 0.15173
N 0.98902 0.82080 0.77516
N -0.29281 -0.01105 -3.09538
C -0.54325 1.68605 -1.28998
C 0.66297 -0.24023 1.18392
C 0.13873 -1.43670 1.46837
C -0.42248 0.80184 -2.27761
H -0.22306 -2.01517 0.67594
H -0.16237 -1.74065 2.40786
```

---

#b
Here is a structure of composition C4H2N2S from the Open Molecules 2025 dataset. Energies are from ωB97M-V with the def2-TZVPD basis set.

Values from the calculation:
highest occupied orbital energy (spin up / spin down) = -9.47 / -9.47 eV
lowest unoccupied orbital energy (spin up / spin down) = -1.809 / -1.809 eV

XYZ file:
```
9
C4H2N2S, DFT ωB97M-V with the def2-TZVPD basis set
S -2.10216 -0.88874 -2.22655
N 1.01789 0.19891 0.16975
N -0.27646 -0.15362 -0.05388
C -1.15022 -0.20323 0.95188
C -0.66536 -0.39466 -1.81586
C 1.10375 0.43991 1.45482
C -0.14411 0.16291 1.80979
H 1.95071 0.80404 2.03904
H 0.26597 0.03448 -2.32898
```

---

Winner for stability: #a

---

#a
Here is a cluster of 2 separate species, C2H6NO3 in total from the Open Molecules 2025 dataset. Energies are from ωB97M-V with the def2-TZVPD basis set.

Values from the calculation:
highest occupied orbital energy = -3.55 eV
lowest unoccupied orbital energy = 2.869 eV
net charge = -1

XYZ file:
```
12
C2H6NO3, DFT ωB97M-V with the def2-TZVPD basis set
O -0.14037 0.34594 -1.99068
O -1.97372 -1.18087 -1.52724
O 0.79658 3.10350 3.83562
N 1.36124 -0.82839 0.16529
C -0.75976 -0.63331 -1.42852
C 0.22670 -1.66668 -0.48552
H -0.20523 -2.28342 0.33978
H 0.86939 -0.15230 0.68110
H -0.07583 3.51465 3.77263
H 1.84274 -0.25961 -0.60707
H 0.95872 2.99381 4.75647
H 0.82001 -2.36305 -1.15726
```

---

#b
Here is a cluster of 3 separate species, C2H6NO3 in total from the Open Molecules 2025 dataset. Energies are from ωB97M-V with the def2-TZVPD basis set.

Values from the calculation:
highest occupied orbital energy = -3.51 eV
lowest unoccupied orbital energy = 4.036 eV
net charge = -1

XYZ file:
```
12
C2H6NO3, DFT ωB97M-V with the def2-TZVPD basis set
O 1.11935 2.59322 -1.73439
O -0.34032 -1.05206 -0.23841
O 1.16565 -2.81954 1.14160
N -1.63251 0.90532 -0.06411
C 1.12577 2.05032 -0.66094
C -1.40637 -0.43343 0.07780
H 1.40816 2.68721 0.20112
H 0.73504 1.04831 -0.37781
H -2.28982 -1.07955 0.32185
H 2.06945 -2.48145 1.11247
H 0.52831 -2.23166 0.81951
H -2.48270 0.81332 -0.59868
```

---

Winner for stability: #a

---

#a
Here is a structure of composition C2H6NO3 from the Open Molecules 2025 dataset. Energies are from ωB97M-V with the def2-TZVPD basis set.

Values from the calculation:
highest occupied orbital energy = -4.52 eV
lowest unoccupied orbital energy = 4.048 eV
net charge = -1

XYZ file:
```
12
C2H6NO3, DFT ωB97M-V with the def2-TZVPD basis set
O 0.11224 -0.23327 -1.07759
O 1.21689 -2.14213 -1.82436
O -0.42001 -1.69093 0.54938
N 0.13832 0.50469 1.09267
C -0.03260 -0.54741 0.16737
C -0.37882 1.84049 0.69398
H -0.22785 1.91326 -0.35745
H 0.52272 -2.79068 -1.83873
H -0.13813 0.13406 1.96974
H -1.49425 1.74002 0.94027
H 0.54934 -1.36881 -1.52657
H 0.15216 2.64070 1.21130
```

---

#b
Here is a cluster of 2 separate species, C2H6NO3 in total from the Open Molecules 2025 dataset. Energies are from ωB97M-V with the def2-TZVPD basis set.

Values from the calculation:
highest occupied orbital energy = -4.26 eV
lowest unoccupied orbital energy = 4.158 eV
net charge = -1

XYZ file:
```
12
C2H6NO3, DFT ωB97M-V with the def2-TZVPD basis set
O 0.47790 0.59175 -0.72801
O -1.01143 -0.58938 -3.42458
O -0.81503 -1.29423 -0.74742
N 0.14332 -0.49736 1.26149
C -0.14687 -0.33196 -0.17779
C 0.45867 0.80403 1.94709
H -0.31461 0.00565 -3.06762
H -1.16997 -1.13796 -2.70040
H 1.02332 1.44909 1.24683
H -0.44191 1.40746 2.03457
H 0.90029 0.71961 2.92004
H 0.89632 -1.12670 1.43580
```

---

Winner for stability: #b

---

#a
Here is an isolated molecule of C4H8ClNO from the Open Molecules 2025 dataset. Energies are from ωB97M-V with the def2-TZVPD basis set.

Values from the calculation:
highest occupied orbital energy = -8.89 eV
lowest unoccupied orbital energy = -0.093 eV

XYZ file:
```
15
C4H8ClNO, DFT ωB97M-V with the def2-TZVPD basis set
Cl -1.98811 1.17719 -0.90583
O 2.81072 0.07818 -0.19179
N 1.95523 0.72023 0.31085
C 0.38056 -1.18967 -0.73270
C -0.20751 1.28705 -0.74216
C -0.17068 0.04213 1.45154
C 0.34285 0.10755 0.02794
H 0.19314 1.32468 -1.75564
H -0.08744 -1.08386 -1.70922
H 0.15568 0.92260 2.00217
H -0.12769 -1.97977 -0.18633
H 0.00384 2.22221 -0.22328
H 1.41875 -1.49699 -0.88986
H -1.25840 0.01736 1.45271
H 0.20246 -0.84382 1.95657
```

---

#b
Here is a structure of composition C4H8ClNO from the Open Molecules 2025 dataset. Energies are from ωB97M-V with the def2-TZVPD basis set.

Values from the calculation:
highest occupied orbital energy = -7.51 eV
lowest unoccupied orbital energy = 0.630 eV

XYZ file:
```
15
C4H8ClNO, DFT ωB97M-V with the def2-TZVPD basis set
Cl -2.75045 0.53126 0.17253
O 0.39450 -0.13616 1.62111
N -1.13858 -0.08535 -0.15956
C 0.29806 1.92723 0.20121
C -0.17903 0.54275 0.54990
C -1.20431 -1.53448 -0.37157
C 1.32281 1.11286 -0.52034
H -0.31326 -2.04209 -0.28909
H -0.54600 2.39070 -0.25393
H 1.11090 0.78595 -1.45458
H 2.28664 0.71990 -0.20623
H 0.29865 -1.06035 1.65579
H -1.76012 -1.81720 -1.28765
H -1.75345 -1.91292 0.52003
H 0.78793 2.40273 0.98144
```

---

#c
Here is an isolated molecule of C4H8ClNO from the Open Molecules 2025 dataset. Energies are from ωB97M-V with the def2-TZVPD basis set.

Values from the calculation:
highest occupied orbital energy = -10.16 eV
lowest unoccupied orbital energy = 0.863 eV

XYZ file:
```
15
C4H8ClNO, DFT ωB97M-V with the def2-TZVPD basis set
Cl -1.38221 2.55569 0.08859
O 0.54754 -0.50073 -0.74305
N 1.11619 -0.03598 1.49237
C -1.25828 -0.15250 0.82667
C 0.27077 -0.19996 0.59875
C -1.96733 0.83618 -0.05062
C 1.93102 -0.64681 -1.21401
H 2.09653 -0.14839 1.28561
H 2.34241 -1.53601 -0.72886
H -3.07155 0.88545 0.19505
H -1.40043 0.06024 1.90590
H 2.55744 0.16001 -0.90367
H 1.85926 -0.71710 -2.33346
H -1.95349 0.54641 -1.09525
H -1.68786 -1.10648 0.67599
```

---

Winner for stability: #c

---

#a
Here is an isolated molecule of CClNOS from the Open Molecules 2025 dataset. Energies are from ωB97M-V with the def2-TZVPD basis set.

Values from the calculation:
highest occupied orbital energy = -10.35 eV
lowest unoccupied orbital energy = -2.276 eV

XYZ file:
```
5
CClNOS, DFT ωB97M-V with the def2-TZVPD basis set
Cl 1.56405 -2.05570 0.84766
S -0.19117 -1.65769 1.71205
O -0.88166 -0.30578 0.42732
N 0.70660 0.75760 -0.90630
C 0.03787 0.23254 -0.14292
```

---

#b
Here is a cluster of 2 separate species, CClNOS in total from the Open Molecules 2025 dataset. Energies are from ωB97M-V with the def2-TZVPD basis set.

Values from the calculation:
highest occupied orbital energy (spin up / spin down) = -10.33 / -12.35 eV
lowest unoccupied orbital energy (spin up / spin down) = -4.467 / -2.716 eV

XYZ file:
```
5
CClNOS, DFT ωB97M-V with the def2-TZVPD basis set
Cl 1.74795 -0.53743 2.77118
S 0.24059 -1.25234 1.30748
O 0.75159 -2.38941 0.57848
N -1.05109 1.77544 -1.52663
C -0.69807 0.88402 -0.89867
```

---

Winner for stability: #a

---

#a
Here is a cluster of 2 separate species, CH3NSi in total from the Open Molecules 2025 dataset. Energies are from ωB97M-V with the def2-TZVPD basis set.

Values from the calculation:
highest occupied orbital energy = -11.23 eV
lowest unoccupied orbital energy = -1.777 eV

XYZ file:
```
6
CH3NSi, DFT ωB97M-V with the def2-TZVPD basis set
Si 0.09127 -0.02842 -0.11475
N 2.59718 -0.31383 -2.96275
C 1.87406 -0.04512 -2.12603
H -0.07669 -1.00981 1.01216
H -1.27558 -0.10695 -0.72659
H 0.82895 1.06176 0.67056
```

---

#b
Here is an isolated molecule of CH3NSi from the Open Molecules 2025 dataset. Energies are from ωB97M-V with the def2-TZVPD basis set.

Values from the calculation:
highest occupied orbital energy = -11.36 eV
lowest unoccupied orbital energy = 0.400 eV

XYZ file:
```
6
CH3NSi, DFT ωB97M-V with the def2-TZVPD basis set
Si -0.18855 0.01983 0.49002
N 0.27526 -0.50099 -2.46202
C 0.09917 -0.29359 -1.34569
H 1.25340 -0.24114 1.34959
H 0.00556 1.37800 0.87559
H -1.44486 -0.36212 1.09253
```

---

Winner for stability: #b